Entry 1:
8
Properties=species:S:1:pos:R:3:lowdin_spin:R:1 method="wB97M-V/def2-TZVPD" total_energy_ha=-3199.9983 total_charge=-1 de_lowest_kcal_mol=64.2 lumo_ev="3.4 / 1.0" orbital_gap_ev="4.769 / 5.356" multiplicity=3
C -0.31525 -0.11300 1.62556 0.020
C 0.27422 0.77681 0.41561 0.479
O -0.29308 -1.31978 1.51291 0.032
O -0.69889 0.62301 2.48488 0.088
S 0.71909 -0.49850 -1.25809 1.207
Br 1.82002 1.72145 0.87880 0.104
H -0.36636 1.47321 0.05411 0.015
H 1.30450 -1.41453 -0.47988 0.055

***

Entry 2:
21
Properties=species:S:1:pos:R:3:mulliken_charge:R:1 method="wB97M-V/def2-TZVPD" total_energy_ha=-312.2014 de_lowest_kcal_mol=33.6 lumo_ev=0.7 orbital_gap_ev=9.754 multiplicity=1
C -1.98896 1.18395 2.82743 -1.080
C -0.69551 0.34420 2.74291 -0.607
C -0.83749 -0.90272 1.85023 -0.490
C -0.58999 -0.56247 0.39408 -0.242
C -0.48058 -1.49650 -0.55016 -0.217
C 0.15071 -1.24802 -1.89531 -1.150
H -2.03036 1.95301 2.06194 0.292
H -2.06050 1.62681 3.81123 0.325
H -2.87321 0.58544 2.60469 0.304
H -0.36510 0.05798 3.74029 0.368
H 0.08239 1.03842 2.39772 0.348
H -1.88604 -1.16451 1.99527 0.267
H -0.08957 -1.63276 2.12236 0.368
H -0.64397 0.46378 0.04799 0.271
H -0.65929 -2.54062 -0.30211 0.327
H 0.17828 -0.19685 -2.18524 0.312
H -0.29334 -1.81681 -2.70625 0.352
H 1.21041 -1.46781 -1.73876 0.253
H 4.14810 1.59227 -3.79285 0.318
H 2.89360 1.39891 -4.58810 0.318
O 3.61337 2.03048 -4.46226 -0.636

***

Entry 3:
19
Properties=species:S:1:pos:R:3:mulliken_charge:R:1 method="wB97M-V/def2-TZVPD" total_energy_ha=-418.9079 de_lowest_kcal_mol=300.3 lumo_ev=0.5 orbital_gap_ev=8.851 multiplicity=1
C 0.62332 -0.98854 1.48783 -1.519
C -0.22650 -0.06349 0.71586 0.710
C 0.11398 1.18384 1.62772 -0.794
C 0.59637 0.95574 0.18682 0.018
C 1.77675 0.20333 -0.60126 -0.921
C -0.45100 -0.77168 -1.45922 0.117
H 0.35425 -1.22377 2.78705 0.278
H 2.07726 -0.39049 1.35455 0.345
H 0.43504 -1.96530 0.83715 0.341
H 0.35013 0.78354 2.75357 0.160
H -0.52644 2.06245 1.72165 0.315
H 0.31919 1.94441 -0.45911 0.512
H 2.70516 0.55398 -1.16137 0.220
H 1.86134 -1.00841 0.02323 0.465
H -1.16304 -1.09635 -2.31124 0.342
H -1.75523 1.30431 -1.01040 0.372
N 0.83262 -0.55965 -1.55451 -0.480
N -1.14312 -0.60187 -0.35555 -0.038
O -2.13522 0.50637 -0.36388 -0.444

***

Entry 4:
15
Properties=species:S:1:pos:R:3:mulliken_charge:R:1 method="wB97M-V/def2-TZVPD" total_energy_ha=-304.6806 de_lowest_kcal_mol=97.2 lumo_ev="-0.7 / -0.5" orbital_gap_ev="7.734 / 7.719" multiplicity=1
C 0.88108 -0.13158 -2.53222 -0.972
C -1.29643 1.71278 1.62658 -0.240
C -0.29080 1.30628 0.75075 -0.395
C -0.35514 -0.06768 1.07888 0.945
N 0.62852 -1.00103 0.95052 -0.420
C -1.62615 -0.30453 1.74211 -0.706
N -2.29050 0.83722 1.82186 -0.394
H 1.90649 0.05356 -2.19805 0.227
H 0.62868 -1.18430 -2.38259 0.250
H 0.80605 0.11316 -3.59455 0.313
H 0.60604 1.83796 0.46376 0.369
H 0.76985 -1.66468 1.69700 0.230
H 1.46419 -0.74283 0.44764 0.210
H -2.01733 -1.25597 2.09185 0.379
H 0.18547 0.49165 -1.96356 0.204